1.
DFT (ωB97M-V/def2-TZVPD) results for C5H20HfN14O17 as an isolated structure in a non-equilibrium geometry.

XYZ file:
```
57
Properties=species:S:1:pos:R:3:forces:R:3
Hf 25.310 33.296 -34.329 -1.659 -1.159 -0.303
N 22.676 34.067 -36.558 -0.180 0.867 1.409
O 22.654 34.941 -37.418 0.418 -0.239 -0.455
O 23.766 33.501 -36.240 2.197 -0.486 0.160
O 21.692 33.774 -35.901 -1.050 0.034 0.281
N 26.849 31.108 -36.745 -2.546 -2.162 -2.745
O 27.940 31.471 -37.083 3.492 1.769 0.150
O 26.240 31.610 -35.798 -1.619 1.973 3.527
O 26.270 30.260 -37.419 -0.191 -0.283 0.367
N 22.855 30.397 -34.445 -0.613 -0.688 -0.845
O 21.747 30.501 -35.013 1.361 -0.300 0.930
O 23.573 31.431 -34.322 1.015 1.705 0.164
O 23.306 29.321 -34.007 -0.534 0.528 -0.071
N 26.300 34.998 -31.191 2.229 -0.631 -0.647
O 25.941 36.084 -30.800 -0.935 0.428 0.125
O 27.220 34.366 -30.658 0.629 -0.296 1.285
O 25.899 34.484 -32.259 -1.976 -0.076 -2.216
C 24.229 36.704 -34.274 -0.681 -1.768 -0.487
O 24.485 35.534 -34.495 0.877 -1.622 -0.302
N 25.041 37.698 -34.433 2.231 2.398 -0.033
N 23.015 37.113 -33.944 -2.383 0.144 0.803
H 25.974 37.584 -34.802 -0.459 0.288 0.487
H 24.596 38.570 -34.183 1.298 0.322 -0.490
H 22.865 38.093 -33.751 -0.439 -0.423 -0.217
H 22.249 36.526 -34.241 0.035 0.214 0.384
C 22.259 34.237 -32.468 4.066 -1.877 -2.534
O 23.293 33.830 -33.014 1.289 -0.637 -1.097
N 21.199 34.637 -33.069 -3.183 1.734 -2.552
N 22.164 34.250 -31.204 -1.000 0.272 5.610
H 21.184 34.671 -34.078 -0.219 -0.418 -0.212
H 20.523 35.140 -32.512 -0.112 -0.123 -0.660
H 21.212 34.421 -30.912 0.563 -0.266 1.054
H 22.863 33.880 -30.576 -0.214 0.121 -0.336
C 26.345 30.899 -32.030 -2.537 -0.677 0.202
O 25.744 31.676 -32.704 -3.268 4.040 -4.393
N 27.457 31.229 -31.557 6.566 1.449 2.312
N 25.834 29.776 -31.619 -1.025 -3.709 2.069
H 28.011 30.627 -30.964 -0.164 0.244 -0.125
H 27.707 32.206 -31.612 0.058 0.025 -0.016
H 26.301 29.424 -30.795 0.018 -0.305 -0.189
H 24.845 29.597 -31.510 -0.116 0.381 -1.150
C 26.623 35.180 -36.986 -1.887 -4.219 1.485
O 26.259 34.448 -35.988 1.575 1.558 -1.837
N 26.627 34.831 -38.256 -0.097 -1.251 -2.642
N 27.015 36.416 -36.933 1.312 4.127 2.468
H 26.881 35.567 -38.899 -0.081 -0.432 0.016
H 26.520 33.954 -38.746 -0.490 -0.340 1.063
H 27.384 36.786 -36.069 -0.182 -0.155 -0.148
H 27.296 36.917 -37.764 -0.018 -0.202 0.393
C 28.850 33.250 -34.047 1.191 1.806 -0.399
O 27.632 33.278 -34.017 -2.306 -0.307 0.540
N 29.640 33.860 -33.181 0.425 1.666 4.218
N 29.586 32.896 -35.054 0.365 -2.020 -3.127
H 30.650 33.866 -33.188 -0.404 -0.286 -0.384
H 29.255 34.235 -32.326 -0.292 -0.059 -0.004
H 29.082 32.462 -35.814 0.134 -0.512 -0.662
H 30.594 32.892 -34.997 -0.484 -0.166 -0.222
```
Forces are in eV/Å.

## Properties
**Multiplicity**: 1
**Largest force on an atom**: 7.111 eV/Å
**Energy relative to the best compared isomer or geometry (same formula, charge and spin)**: 128.0 kcal per mole
**E**: -62476.45516 eV

***

2.
DFT (ωB97M-V/def2-TZVPD) results for C5H20KN10O5 as an isolated structure in a non-equilibrium geometry.

XYZ file:
```
41
Properties=species:S:1:pos:R:3:forces:R:3
K 0.002 -0.215 0.324 -0.141 -0.369 -0.099
C 3.170 -1.605 -0.821 -2.817 1.511 2.224
O 1.980 -1.639 -0.975 -3.394 -1.107 -0.636
N 4.070 -1.896 -1.637 5.360 -1.810 -5.423
N 3.669 -1.065 0.260 1.241 1.549 3.741
H 3.991 -2.458 -2.472 -0.337 0.447 0.144
H 4.924 -1.381 -1.474 0.247 -0.774 -0.615
H 3.102 -1.153 1.091 0.013 0.564 0.067
H 4.673 -0.988 0.342 -0.346 -0.209 0.579
C 2.468 0.349 3.292 -1.530 -2.917 -2.286
O 1.606 -0.213 2.571 1.267 0.017 0.427
N 2.275 1.503 3.804 -1.525 4.293 1.597
N 3.662 -0.121 3.622 1.751 -1.539 -0.139
H 3.041 2.009 4.224 -0.644 0.201 0.023
H 1.330 1.856 3.764 0.391 0.358 0.110
H 4.122 0.344 4.392 0.278 -0.691 -0.237
H 3.937 -1.041 3.309 0.070 0.243 0.394
C -2.822 1.418 1.688 -0.761 -1.339 0.277
O -2.308 0.392 2.074 1.320 -0.926 0.211
N -4.145 1.594 1.778 -2.287 0.652 -0.052
N -2.193 2.432 1.111 0.906 1.471 -0.811
H -4.597 2.348 1.280 0.019 -0.173 0.249
H -4.757 0.865 2.116 0.514 0.056 0.047
H -1.218 2.345 0.859 -0.398 0.392 0.045
H -2.763 3.219 0.837 0.774 0.055 -0.173
C -3.223 -1.595 -0.903 1.435 -0.928 0.557
O -2.045 -1.797 -0.986 2.892 -1.269 -0.134
N -3.753 -0.475 -1.086 -2.438 8.275 -1.693
N -4.182 -2.376 -0.536 -1.639 -5.738 1.578
H -4.715 -0.369 -0.799 0.487 0.739 -0.336
H -3.202 0.344 -1.303 -0.185 -0.175 0.015
H -5.160 -2.127 -0.571 0.480 -0.559 -0.033
H -3.864 -3.322 -0.380 -0.823 -0.142 0.148
C 0.322 0.843 -3.184 -1.069 0.896 3.682
O 0.163 1.373 -2.067 -0.389 0.384 0.127
N 1.083 -0.187 -3.315 2.677 -2.520 -1.280
N -0.381 1.151 -4.236 -1.368 1.515 -2.046
H 1.459 -0.651 -2.501 0.280 -0.131 -0.056
H 1.402 -0.378 -4.254 0.154 -0.647 0.458
H -0.160 0.696 -5.110 -0.597 0.511 0.017
H -0.965 1.968 -4.127 0.132 -0.167 -0.669
```
Forces are in eV/Å.

## Properties
**Multiplicity**: 1
**Largest force on an atom**: 8.791 eV/Å
**Energy relative to the best compared isomer or geometry (same formula, charge and spin)**: 69.1 kcal per mole
**E**: -46972.93619 eV
**Charge**: +1

***

3.
DFT (ωB97M-V/def2-TZVPD) results for a 6-piece molecular cluster, C5H20NO7 overall in a non-equilibrium geometry.

XYZ file:
```
33
Properties=species:S:1:pos:R:3:forces:R:3
C -0.710 2.952 -0.598 -2.973 -0.651 -0.453
C -0.594 1.431 -0.609 -0.357 0.001 2.253
C -1.261 0.777 -1.881 -0.052 1.186 -0.433
C -1.401 -0.775 -1.887 0.538 1.374 1.133
C -0.038 -1.312 -2.227 0.562 1.442 -0.884
O 0.377 -1.375 -3.381 -0.161 -0.616 0.003
O 0.660 -1.338 -1.154 -0.165 0.102 -0.132
N -1.477 1.068 0.638 1.534 -0.572 0.300
H -0.374 3.405 0.310 0.517 0.242 0.230
H -0.344 3.462 -1.455 0.558 0.387 -0.732
H -1.850 3.101 -0.554 1.479 0.160 -0.235
H 0.491 1.144 -0.374 -1.472 -0.038 -0.891
H -0.606 0.996 -2.752 -0.420 0.288 0.371
H -2.257 1.340 -2.049 1.419 -1.034 0.369
H -2.276 -1.144 -2.345 -0.788 -0.298 -1.087
H -1.420 -1.025 -0.864 -0.997 -0.590 1.301
H -1.234 0.051 0.737 -0.553 1.242 0.576
H -1.239 1.627 1.564 -0.141 -1.665 -2.791
H 2.134 -1.575 -0.658 1.001 -0.935 -1.010
H 2.302 -2.994 -0.587 -1.822 -3.087 0.309
O 2.858 -2.279 -0.595 2.658 4.047 0.237
H 1.085 -2.491 1.283 0.490 0.579 0.543
H 0.433 -2.460 -0.113 0.278 -0.113 0.501
O 0.770 -3.070 0.607 -1.458 -1.317 0.068
H 2.601 0.200 1.572 -3.818 4.541 -0.982
H 3.046 -1.119 0.885 0.131 0.670 0.733
O 3.142 -0.482 1.653 3.800 -5.449 0.216
H 0.272 3.288 1.797 0.471 -0.443 0.146
H 0.679 2.028 2.707 -0.362 0.923 -0.510
O 0.073 2.790 2.596 0.194 -0.408 0.925
H -1.442 -1.221 2.527 1.117 -0.847 -0.119
H -0.850 -2.824 2.582 0.821 0.943 -0.526
O -1.551 -2.176 2.624 -2.032 -0.063 0.572
```
Forces are in eV/Å.

## Properties
**Multiplicity**: 1
**Largest force on an atom**: 6.647 eV/Å
**Energy relative to the best compared isomer or geometry (same formula, charge and spin)**: 86.2 kcal per mole
**E**: -21332.55058 eV
**Charge**: -1

***

4.
DFT (ωB97M-V/def2-TZVPD) results for a 6-piece molecular cluster, C5H21F6N3O4P overall in a non-equilibrium geometry.

XYZ file:
```
40
Properties=species:S:1:pos:R:3:forces:R:3
N 2.442 -1.698 0.414 0.844 0.634 0.016
H 2.523 -2.183 1.310 -0.171 -0.729 -0.424
H 1.662 -0.999 0.543 -1.199 0.850 -0.084
H 2.303 -2.235 -0.440 -0.347 -0.586 0.467
H 3.324 -1.207 0.255 -0.105 0.103 0.123
N -0.088 0.829 3.509 -0.913 0.906 -0.432
H -0.340 1.817 3.508 -0.082 -0.056 -0.177
H -0.938 0.304 3.743 0.088 -0.444 0.925
H 0.688 0.740 4.157 -0.188 -0.802 0.084
H 0.080 0.500 2.530 0.819 -0.056 -0.715
N 1.980 2.334 0.160 0.522 -0.134 -0.130
H 1.968 2.581 -0.837 -0.160 -0.245 -0.044
H 2.915 1.975 0.351 0.153 0.605 0.110
H 1.365 1.498 0.345 -1.382 -0.634 -0.075
H 1.719 3.121 0.746 0.217 0.005 0.067
C -0.891 -0.245 0.266 0.696 -0.340 -0.745
O 0.373 0.155 0.758 1.284 0.669 0.729
H -1.261 0.448 -0.503 -0.126 0.162 0.189
H -0.745 -1.199 -0.258 -0.449 -0.150 0.110
H -1.653 -0.382 1.037 0.081 0.012 0.027
P -1.488 -2.358 3.901 -2.141 -2.402 2.157
F -0.158 -1.868 3.080 -0.006 0.081 -0.043
F -2.372 -1.153 3.288 0.272 0.863 -0.881
F -1.940 -3.329 2.707 0.579 0.462 -0.486
F -2.799 -2.847 4.744 0.377 0.644 -0.232
F -0.691 -3.569 4.607 0.728 0.857 -0.413
F -1.114 -1.307 5.118 0.641 -0.194 -0.322
C -1.511 1.684 -4.797 -0.803 -0.717 -0.710
C -0.962 1.038 -3.559 -0.484 0.008 1.116
C -0.499 -0.415 -3.658 0.072 -0.037 -0.116
O 0.765 -0.424 -2.946 0.325 -0.040 -0.613
C 1.186 0.825 -2.790 -1.289 0.721 1.054
O 2.217 1.162 -2.265 0.337 -0.295 -0.200
O 0.209 1.708 -3.076 1.305 0.017 -0.422
H -1.598 2.767 -4.792 0.422 0.023 0.311
H -2.538 1.339 -4.954 -0.003 -0.094 0.220
H -1.001 1.332 -5.695 0.352 0.321 0.090
H -1.639 1.074 -2.698 -0.308 0.317 -0.391
H -0.344 -0.718 -4.693 0.112 -0.208 0.107
H -1.151 -1.093 -3.117 -0.068 -0.096 -0.249
```
Forces are in eV/Å.

## Properties
**Multiplicity**: 1
**Largest force on an atom**: 3.873 eV/Å
**E**: -43779.32850 eV
**Charge**: +1